This record from the Open Molecules 2025 dataset describes a structure of composition C47H58BF5GeN6OSSbTi. The level of theory is wB97M-V/def2-TZVPD.

CARTESIAN COORDINATES (ANGSTROEM)
H  3.73460  4.02930  1.58720
C  -1.10610  -2.86480  4.29900
Ge  -0.78980  0.04850  -2.51140
H  -2.04770  -4.34870  5.50700
C  -3.54610  -0.55390  2.24630
O  -0.43150  2.74320  -1.33630
C  3.14410  1.48050  -3.80530
H  0.53780  0.65710  -4.62610
H  1.36720  5.06380  1.67030
H  -5.47380  1.14200  -1.64630
N  0.02210  2.59240  1.54350
H  -2.55710  -4.15200  0.46860
C  -0.48980  -4.93260  2.57040
C  1.54580  0.37360  3.85850
H  -1.39980  -1.30310  -8.02970
C  -1.50880  -4.15400  4.59130
H  -1.33440  -2.05540  4.97850
C  2.70480  1.18780  -1.41270
C  3.11540  -0.35030  -5.35360
S  0.56060  -2.12230  -0.66550
C  3.43040  2.30510  0.36360
C  -1.11590  2.03750  -4.69940
H  -5.11190  -1.28060  -0.43080
Ti  0.02530  0.19120  0.09640
H  -2.37530  4.75930  1.72070
H  3.29850  2.53000  -3.59870
H  -1.37050  3.63730  -6.10690
C  -3.03840  -3.42380  1.11590
C  -3.48940  2.31830  0.82160
H  -0.23530  -5.73170  1.89210
H  0.49320  -3.47130  1.38950
C  -1.06160  -1.58450  -5.90900
H  -4.19610  3.18830  2.64870
H  -2.55260  -2.38740  -7.25300
C  2.97690  -2.14200  0.64070
H  -4.01300  -0.94430  -1.79610
C  2.74780  0.63010  -2.76880
F  5.33650  -4.70290  1.61640
H  4.44960  2.54620  2.22000
C  2.56220  -0.71960  -3.04580
H  2.60710  -2.25910  -4.52710
H  -4.55810  -0.25720  1.99620
C  -1.97370  -1.47680  -7.12380
C  3.41550  -4.82450  0.23670
H  -0.38800  -2.43390  -6.03520
C  -0.54640  3.04230  -5.70710
C  2.42870  1.21520  4.70200
N  0.37830  -0.34590  2.10580
H  -0.45180  -0.68380  -5.83590
H  -0.03710  -2.20130  -3.58940
C  0.99680  -0.84220  4.19760
C  0.27760  -1.27310  3.07470
H  -2.43150  -2.69840  -4.71130
H  -2.66800  -0.64950  -7.00230
C  -0.37310  -2.59010  3.13860
C  -5.19500  1.57370  -0.69640
N  2.20070  1.81280  0.60250
C  -1.87350  -1.76290  -4.63220
F  4.93430  -1.98950  1.93630
H  -6.57440  2.88700  2.09340
N  1.14690  0.65870  2.60350
H  -4.11820  -3.50840  1.02080
H  -0.48170  1.73090  -7.41740
H  3.60580  1.66810  -5.88090
C  -4.48120  2.73430  1.71110
C  -5.81500  2.56010  1.39930
H  -2.61330  -0.96000  -4.56250
C  -1.18970  -5.19700  3.73420
C  2.74280  -1.20550  -4.33080
F  2.70960  -0.83240  0.89240
H  2.65000  0.68130  5.62230
H  0.58480  3.12290  -7.54210
H  -1.75070  1.32310  -5.22450
H  -1.19880  3.31880  -1.23250
H  -3.57150  -1.30980  3.02550
H  -4.23150  -2.59900  -1.21200
H  1.94680  2.15750  4.95380
F  1.46990  -4.92600  -1.07990
C  3.78070  1.93380  -0.91820
H  5.18760  3.35920  0.83620
H  0.68520  2.00890  -3.53770
Sb  -2.54420  -1.39550  0.51270
C  3.31380  0.99620  -5.08770
H  -1.46660  -6.21110  3.97380
H  1.96450  2.71850  2.61770
H  1.11460  -1.37200  5.12020
C  0.19210  2.37390  -6.85940
F  3.59390  -6.13480  0.07830
C  -1.02220  -1.79250  -3.36970
C  -1.73350  3.91120  1.60030
C  4.30930  -4.09510  1.02520
H  0.13400  3.72610  -5.19510
H  -7.21550  1.85170  -0.06320
C  2.32490  -4.20200  -0.35430
H  3.25860  -0.73300  -6.35250
H  2.32480  -1.39980  -2.24290
H  3.36340  1.42860  4.18820
C  2.05490  -2.84240  -0.13500
H  -2.28190  0.54640  -2.62370
H  0.15960  3.19510  -1.94750
C  4.09640  -2.72900  1.20340
H  -3.09000  1.46510  -1.09480
C  4.24310  3.10740  1.31120
C  -4.17950  -1.55510  -0.91480
C  -0.37730  3.84460  1.84190
N  1.74490  1.12340  -0.47080
C  -6.17370  1.98090  0.19140
H  -1.47480  -2.45510  -2.62750
C  -0.08440  -3.64280  2.27730
H  -1.74550  2.57170  -3.98270
H  -2.76160  -3.60800  2.14610
H  4.70100  2.13550  -1.42840
H  0.88600  4.70080  3.32780
C  -2.10150  2.64000  1.14250
B  1.39350  1.99270  1.89100
N  -1.01680  1.84740  1.09650
H  -0.04970  5.85730  2.37170
C  -3.85680  1.73530  -0.38340
H  -2.99240  0.31280  2.59560
H  1.02290  1.77200  -6.49990
C  0.51220  4.92790  2.33050
C  -0.02530  1.29370  -3.94860

Properties
Multiplicity ... 3
<S²> ... 2.01
Kohn-Sham gap (alpha / beta) ... 0.2646 / 0.1968 Eh
Energy relative to the best compared isomer or geometry (same formula, charge and spin) ... 4.3 kcal per mole
LUMO energy (alpha / beta) ... -3.01 / -4.99 eV
Net charge ... +1

These are the Mulliken partial charges, in e, on atoms 1 to 99: H 0.2015; C -0.9306; Ge 1.4400; H 0.4254; C -1.2356; O -0.3909; C -0.3955; H -0.4679; H 0.2148; H 0.5186; N 0.6020; H 0.3817; C -0.6881; C 0.8291; H 0.4098; C -0.9276; H 0.5174; C -1.0448; C -0.6411; S -0.0410; C 0.6141; C -0.2814; H 0.5018; Ti -0.5014; H 0.7116; H 0.5250; H 0.3987; C -1.3113; C 0.3063; H 0.5176; H -0.1223; C 0.4791; H 0.4803; H 0.4276; C -0.9207; H 0.1298; C 0.3618; F -0.2908; H 0.2280; C 0.3848; H 0.4909; H 0.4422; C -1.7073; C 0.4880; H 0.4399; C -0.8230; C -1.5248; N 1.0115; H -0.3016; H 0.5222; C -1.2661; C -0.5505; H 0.6565; H 0.3245; C 0.9788; C -0.7751; N 0.5856; C -1.0283; F -0.2944; H 0.4270; N 0.5411; H 0.6327; H 0.2334; H 0.4163; C -0.4509; C -0.9201; H 0.1387; C -0.6065; C -0.8043; F 0.6289; H 0.4701; H 0.4209; H 0.2725; H 0.2273; H 0.6463; H 0.6387; H 0.2619; F -0.3613; C -1.2836; H 0.4728; H 0.2720; Sb 0.8101; C -1.0760; H 0.4237; H -0.0440; H 0.6913; C -0.9187; F -0.3128; C -0.6113; C -1.2007; C 0.5143; H 0.3140; H 0.4236; C 0.0930; H 0.4657; H 0.8289; H 0.2402; C 0.0374; H -0.3079